(1)
{"formula": "C56H71AsHfN3P2SbSe3", "method": "wB97M-V/def2-TZVPD", "charge": 2, "e_tot_ev": -346983.9793, "e_above_lowest_kj_mol": 0.0, "e_lumo_ev": -6.12, "homo_lumo_gap_ev": 5.97, "homo_ev": -12.09, "symbols": ["Hf", "Se", "P", "C", "C", "C", "C", "C", "C", "C", "C", "C", "C", "C", "C", "C", "C", "N", "N", "N", "P", "Se", "C", "C", "C", "C", "C", "C", "C", "C", "C", "C", "C", "C", "H", "H", "H", "H", "H", "H", "H", "H", "H", "H", "H", "H", "H", "H", "H", "H", "H", "H", "H", "H", "C", "C", "C", "C", "C", "C", "Se", "C", "C", "C", "H", "H", "H", "H", "H", "H", "H", "H", "H", "H", "H", "C", "C", "C", "C", "Sb", "C", "C", "C", "C", "C", "C", "C", "C", "H", "H", "H", "H", "H", "H", "H", "H", "H", "H", "H", "H", "H", "H", "H", "H", "H", "H", "H", "H", "H", "H", "H", "H", "H", "H", "H", "C", "As", "C", "C", "C", "C", "C", "C", "C", "C", "H", "H", "H", "H", "H", "H", "H", "H", "H", "H", "H", "H", "H"], "coordinates": [[0.351, 0.409, -0.867], [-3.520, -0.096, 4.720], [-1.444, -0.361, 4.856], [-0.929, -2.070, 5.216], [-1.860, -3.093, 5.067], [-1.502, -4.408, 5.334], [-0.220, -4.703, 5.772], [0.705, -3.681, 5.950], [0.355, -2.369, 5.676], [-0.565, 0.711, 6.006], [-1.294, 1.256, 7.059], [-0.653, 2.024, 8.020], [0.711, 2.253, 7.929], [1.440, 1.721, 6.872], [0.808, 0.952, 5.910], [-0.724, 0.010, 3.220], [-1.003, -0.545, 1.968], [-0.420, 0.295, 1.094], [0.197, 1.274, 1.721], [0.021, 1.127, 3.006], [-1.718, -1.963, 1.138], [-1.592, -1.419, -1.027], [-3.426, -2.237, 1.546], [-3.853, -3.442, 2.100], [-5.189, -3.595, 2.433], [-6.086, -2.559, 2.211], [-5.658, -1.361, 1.649], [-4.328, -1.198, 1.314], [-0.715, -3.415, 1.392], [-1.040, -4.571, 0.676], [-0.259, -5.703, 0.820], [0.847, -5.680, 1.665], [1.172, -4.527, 2.365], [0.393, -3.388, 2.232], [-2.875, -2.841, 4.782], [-2.236, -5.199, 5.233], [0.054, -5.726, 6.000], [1.696, -3.904, 6.328], [1.074, -1.580, 5.853], [-2.362, 1.081, 7.118], [-1.223, 2.444, 8.839], [1.210, 2.854, 8.679], [2.504, 1.912, 6.795], [1.380, 0.566, 5.077], [-3.149, -4.244, 2.285], [-5.531, -4.527, 2.867], [-7.129, -2.685, 2.476], [-6.362, -0.555, 1.484], [-3.981, -0.262, 0.888], [-1.894, -4.584, 0.008], [-0.507, -6.603, 0.271], [1.456, -6.568, 1.775], [2.033, -4.511, 3.022], [0.655, -2.489, 2.776], [7.865, 0.562, -2.079], [6.494, 0.148, -1.626], [6.155, -1.192, -1.477], [4.899, -1.599, -1.038], [4.592, -3.068, -0.917], [3.952, -0.615, -0.739], [2.208, -1.238, -0.188], [4.260, 0.738, -0.876], [3.304, 1.845, -0.551], [5.526, 1.098, -1.322], [8.378, -0.253, -2.587], [8.476, 0.857, -1.222], [7.818, 1.415, -2.756], [6.893, -1.953, -1.714], [5.473, -3.663, -1.148], [3.790, -3.365, -1.599], [4.261, -3.324, 0.091], [2.251, 1.535, -0.688], [3.453, 2.716, -1.186], [3.344, 2.152, 0.495], [5.764, 2.153, -1.437], [-3.008, 2.463, 1.534], [-2.441, 3.654, 0.763], [-1.414, 4.389, 1.622], [-3.570, 4.615, 0.386], [-1.470, 2.907, -1.055], [-0.236, 4.534, -1.837], [0.215, 4.114, -3.237], [0.994, 4.648, -0.930], [-0.946, 5.886, -1.889], [-3.066, 2.491, -2.500], [-2.462, 1.591, -3.576], [-4.186, 1.727, -1.792], [-3.606, 3.760, -3.155], [-3.516, 2.823, 2.435], [-2.236, 1.772, 1.872], [-3.743, 1.912, 0.944], [-1.887, 4.639, 2.578], [-1.102, 5.328, 1.164], [-0.533, 3.785, 1.840], [-3.994, 5.028, 1.307], [-4.382, 4.121, -0.148], [-3.219, 5.454, -0.215], [0.688, 3.125, -3.236], [0.955, 4.829, -3.612], [-0.611, 4.093, -3.950], [1.446, 3.678, -0.706], [0.762, 5.119, 0.023], [1.754, 5.260, -1.427], [-1.862, 5.867, -2.477], [-0.277, 6.624, -2.346], [-1.190, 6.249, -0.890], [-2.103, 0.644, -3.162], [-1.637, 2.081, -4.094], [-3.228, 1.350, -4.322], [-3.810, 0.828, -1.294], [-4.920, 1.402, -2.539], [-4.715, 2.340, -1.063], [-2.835, 4.291, -3.714], [-4.049, 4.449, -2.436], [-4.388, 3.480, -3.871], [0.324, 0.490, -5.202], [1.069, -0.270, -3.577], [2.957, -0.022, -3.946], [0.803, -2.206, -3.799], [1.293, -2.700, -5.127], [2.617, -3.107, -5.285], [3.078, -3.542, -6.519], [2.220, -3.576, -7.610], [0.897, -3.185, -7.460], [0.437, -2.750, -6.225], [0.827, 0.024, -6.046], [0.502, 1.563, -5.220], [-0.744, 0.296, -5.270], [3.149, -0.417, -4.940], [3.566, -0.542, -3.212], [3.197, 1.040, -3.925], [-0.259, -2.395, -3.655], [1.336, -2.661, -2.966], [3.288, -3.097, -4.431], [4.107, -3.864, -6.627], [2.578, -3.919, -8.572], [0.220, -3.227, -8.304], [-0.603, -2.461, -6.110]]}


(2)
{"formula": "C6H6", "method": "wB97M-V/def2-TZVPD", "e_tot_ev": -6312.7155, "e_above_lowest_kj_mol": 625.7, "e_lumo_ev": [0.08, 0.05], "homo_lumo_gap_ev": [7.81, 7.86], "homo_ev": [-7.74, -7.82], "symbols": ["C", "C", "C", "C", "C", "C", "H", "H", "H", "H", "H", "H"], "coordinates": [[0.579, -0.027, 0.238], [1.809, 0.195, -0.062], [-0.404, -1.114, 0.100], [-0.638, 0.844, 0.517], [-1.567, -0.349, 0.468], [-1.411, 0.553, -0.728], [2.248, 1.132, -0.067], [2.424, -0.490, -0.542], [-0.256, -2.217, -0.021], [-0.934, 1.797, 0.963], [-2.451, -0.335, 1.086], [-0.919, 0.536, -1.617]]}


(3)
{"formula": "C39H40F6FeOP2", "method": "wB97M-V/def2-TZVPD", "e_tot_ev": -112404.1155, "s_squared": 6.023, "multiplicity": 5, "e_above_lowest_kj_mol": 137.3, "e_lumo_ev": [-0.20, -0.77], "homo_lumo_gap_ev": [7.35, 6.78], "homo_ev": [-7.55, -7.55], "symbols": ["Fe", "C", "C", "C", "C", "C", "C", "C", "C", "C", "H", "H", "H", "H", "H", "H", "H", "H", "H", "H", "H", "H", "H", "H", "H", "P", "P", "C", "C", "C", "C", "C", "C", "C", "C", "C", "C", "C", "C", "C", "C", "C", "C", "C", "C", "C", "C", "C", "C", "C", "C", "C", "C", "H", "H", "H", "H", "H", "H", "H", "H", "H", "H", "H", "H", "H", "H", "H", "H", "H", "H", "H", "H", "H", "H", "C", "C", "O", "C", "F", "F", "F", "C", "F", "F", "F", "H", "H", "H"], "coordinates": [[-1.531, -0.052, 0.769], [0.299, -5.703, 0.738], [1.086, -4.628, 0.582], [1.823, -4.165, -0.628], [1.042, -3.215, -1.594], [-0.120, -3.855, -2.269], [-0.438, -5.153, -2.359], [0.230, -6.356, -1.754], [-0.110, -6.706, -0.287], [-3.237, 1.066, 0.894], [-0.088, -5.911, 1.742], [1.219, -3.961, 1.452], [2.200, -5.029, -1.189], [2.715, -3.626, -0.252], [0.657, -2.348, -1.014], [1.816, -2.850, -2.298], [-0.799, -3.124, -2.749], [-1.301, -5.374, -3.008], [1.315, -6.387, -1.904], [-0.176, -7.188, -2.339], [-1.198, -6.867, -0.175], [0.343, -7.707, -0.124], [-3.837, 0.224, 1.353], [-3.353, 1.226, -0.197], [-3.392, 1.976, 1.451], [1.144, 2.417, 1.451], [0.202, 2.989, -1.008], [2.361, 2.024, 0.153], [1.946, 2.476, -1.040], [2.177, 3.555, 2.482], [3.555, 3.717, 2.338], [4.276, 4.611, 3.143], [3.584, 5.384, 4.092], [2.211, 5.235, 4.238], [1.500, 4.336, 3.448], [1.154, 0.866, 2.374], [0.417, -0.158, 1.732], [0.472, -1.451, 2.282], [1.398, -1.736, 3.291], [2.169, -0.727, 3.878], [2.049, 0.592, 3.413], [0.514, 4.740, -1.634], [1.189, 5.646, -0.792], [1.548, 6.916, -1.237], [1.208, 7.335, -2.526], [0.510, 6.457, -3.373], [0.165, 5.175, -2.919], [-0.412, 2.179, -2.526], [-1.782, 2.310, -2.813], [-2.308, 1.744, -3.981], [-1.459, 1.062, -4.865], [-0.099, 0.945, -4.590], [0.431, 1.489, -3.413], [3.314, 1.532, 0.395], [2.545, 2.643, -1.950], [4.110, 3.133, 1.601], [5.353, 4.697, 3.038], [4.139, 6.109, 4.696], [1.675, 5.828, 4.997], [0.426, 4.211, 3.572], [0.160, 0.085, 0.625], [-0.193, -2.235, 1.883], [1.527, -2.773, 3.636], [2.891, -0.960, 4.673], [2.712, 1.372, 3.785], [1.458, 5.345, 0.221], [2.105, 7.601, -0.574], [1.470, 8.343, -2.873], [0.243, 6.775, -4.384], [-0.364, 4.514, -3.600], [-2.431, 2.843, -2.115], [-3.370, 1.841, -4.193], [-1.868, 0.633, -5.781], [0.572, 0.429, -5.283], [1.489, 1.375, -3.197], [-3.017, -4.139, 1.947], [-3.437, -2.990, 1.026], [-2.568, -1.982, 0.828], [-3.658, -3.740, -0.331], [-4.663, -4.670, -0.302], [-3.882, -2.916, -1.367], [-2.504, -4.451, -0.600], [-4.854, -2.489, 1.537], [-5.674, -3.527, 1.941], [-4.686, -1.682, 2.618], [-5.539, -1.804, 0.583], [-2.022, -4.509, 1.689], [-3.718, -4.962, 1.810], [-3.026, -3.891, 3.011]]}


(4)
{"formula": "C3H7O2P2", "method": "wB97M-V/def2-TZVPD", "charge": -1, "e_tot_ev": -25895.4242, "e_above_lowest_kj_mol": 125.9, "e_lumo_ev": 4.22, "homo_lumo_gap_ev": 7.70, "homo_ev": -3.49, "symbols": ["C", "C", "C", "O", "O", "P", "P", "H", "H", "H", "H", "H", "H", "H"], "coordinates": [[-0.877, 1.707, 0.247], [-0.772, -0.359, 1.792], [-0.496, 0.400, 0.489], [-0.130, 1.984, -1.132], [-1.387, 2.663, 0.720], [0.796, 0.679, -0.729], [0.564, -0.440, -2.579], [-0.232, -0.029, 2.715], [-0.268, -1.275, 1.678], [-1.865, -0.398, 1.825], [1.940, 1.428, -0.293], [1.670, -0.502, -0.333], [0.288, 0.637, -3.600], [1.670, -1.040, -3.082]]}


Repeat the second record exactly.
{"formula": "C6H6", "method": "wB97M-V/def2-TZVPD", "e_tot_ev": -6312.7155, "e_above_lowest_kj_mol": 625.7, "e_lumo_ev": [0.08, 0.05], "homo_lumo_gap_ev": [7.81, 7.86], "homo_ev": [-7.74, -7.82], "symbols": ["C", "C", "C", "C", "C", "C", "H", "H", "H", "H", "H", "H"], "coordinates": [[0.579, -0.027, 0.238], [1.809, 0.195, -0.062], [-0.404, -1.114, 0.100], [-0.638, 0.844, 0.517], [-1.567, -0.349, 0.468], [-1.411, 0.553, -0.728], [2.248, 1.132, -0.067], [2.424, -0.490, -0.542], [-0.256, -2.217, -0.021], [-0.934, 1.797, 0.963], [-2.451, -0.335, 1.086], [-0.919, 0.536, -1.617]]}